(1)
ORCA calculation (wB97M-V/def2-TZVPD) on a molecular structure, C29H75As3FO5PRuSi4.

- Lowest unoccupied orbital energy (spin up / spin down): -0.70 / -0.44 eV

Geometry (Å):
Ru  0.06732  -0.24632  -0.03595
C  2.04532  -1.47782  3.35215
As  1.62892  -0.09412  2.02995
C  1.39742  1.34538  3.33705
C  3.57992  0.20978  1.62175
C  3.95112  1.00548  0.35535
C  3.00132  2.18628  0.19225
C  3.91422  0.09088  -0.87915
As  2.16292  -0.67042  -1.50505
C  2.96902  -2.37792  -2.11915
C  2.14062  0.11438  -3.31525
C  5.39702  1.49608  0.56025
As  6.42312  2.76488  -0.61555
C  5.71612  2.63428  -2.46455
C  5.55592  4.48388  -0.16175
H  2.64522  -1.04312  4.15695
H  2.60632  -2.29392  2.89575
H  1.11402  -1.86702  3.75455
H  2.29362  1.46028  3.95335
H  0.55722  1.05538  3.96565
H  1.15992  2.28998  2.85575
H  4.05962  -0.77612  1.57085
H  3.99222  0.70328  2.51095
H  1.97582  1.82598  0.02365
H  3.29292  2.80348  -0.65255
H  3.00632  2.79698  1.09395
H  4.56322  -0.76832  -0.67685
H  4.34432  0.61858  -1.73335
H  3.91512  -2.17522  -2.62465
H  2.28802  -2.86152  -2.81895
H  3.15312  -3.05432  -1.28485
H  3.12912  0.08768  -3.77505
H  1.79092  1.14198  -3.27625
H  1.44522  -0.46212  -3.92175
H  6.03732  0.60768  0.63925
H  5.46092  1.99088  1.53815
H  5.96742  1.67938  -2.92395
H  6.22752  3.41048  -3.03435
H  4.64552  2.80628  -2.53935
H  5.48982  4.58958  0.91895
H  4.56342  4.60728  -0.58875
H  6.18782  5.28978  -0.53595
F  -0.55718  2.75268  1.15955
C  -0.81348  -2.90822  -2.16605
O  -0.78568  -1.53432  -2.48015
H  -0.84598  -3.53302  -3.06155
H  -1.68748  -3.12242  -1.55515
H  0.08402  -3.15222  -1.59725
C  -0.16128  -5.35522  3.25785
C  -0.40568  -4.37912  2.09675
C  0.85212  -4.27312  1.22425
C  -1.58198  -4.85502  1.24585
O  -0.64468  -3.11312  2.70145
P  -1.45968  -1.87272  2.02075
O  -0.94538  -0.61122  2.62645
O  -1.42318  -1.96832  0.52295
O  -2.99328  -2.14612  2.42685
C  -3.52498  -2.23712  3.74705
C  -4.73328  -1.29522  3.81255
C  -2.51478  -1.86052  4.82785
C  -3.98418  -3.68712  3.94795
H  0.14262  -6.33092  2.88405
H  -1.06318  -5.47742  3.85595
H  0.62402  -4.96162  3.89925
H  0.96622  -5.16082  0.60605
H  1.73982  -4.16482  1.84425
H  0.76212  -3.39392  0.58395
H  -1.34818  -5.82082  0.80175
H  -1.77368  -4.12712  0.46595
H  -2.48148  -4.94782  1.84675
H  -4.40758  -0.26782  3.67735
H  -5.22568  -1.38902  4.77725
H  -5.44388  -1.54512  3.02885
H  -2.19408  -0.83112  4.69495
H  -1.63898  -2.50052  4.75625
H  -2.96998  -1.97692  5.80985
H  -4.63568  -3.97912  3.12705
H  -4.52448  -3.79602  4.88565
H  -3.11638  -4.34212  3.96165
C  -0.77238  -1.65032  -5.34555
Si  -1.64478  -0.97162  -3.77305
C  -1.54218  0.91648  -3.67925
C  -3.46738  -1.55282  -3.77995
Si  -0.92138  1.92338  -0.26475
Si  -0.33668  4.05028  -1.58485
C  -1.70698  4.65628  -2.77955
C  1.22002  3.86998  -2.70945
C  0.00732  5.48478  -0.34885
Si  -3.35898  1.94208  0.04115
C  -4.39878  2.80888  -1.32075
C  -3.88158  0.11628  0.01365
C  -3.81578  2.81658  1.67955
H  -1.48748  -1.93862  -6.10645
H  -0.18218  -2.52982  -5.10515
H  -0.10488  -0.92222  -5.79645
H  -1.90648  1.35268  -4.60225
H  -0.52898  1.26768  -3.52115
H  -2.15018  1.29718  -2.86665
H  -3.62698  -2.38752  -4.45715
H  -4.13588  -0.75992  -4.09875
H  -3.78728  -1.87142  -2.79285
H  -1.93598  3.89968  -3.52055
H  -1.39238  5.55068  -3.30815
H  -2.62178  4.89448  -2.25115
H  0.93072  3.58958  -3.71705
H  1.89972  3.10998  -2.33865
H  1.77732  4.80068  -2.77575
H  -0.77478  6.23688  -0.39895
H  0.95402  5.98568  -0.53625
H  0.03312  5.11308  0.67035
H  -4.12968  2.47628  -2.31715
H  -4.28908  3.88628  -1.28995
H  -5.45248  2.58868  -1.18015
H  -3.85398  -0.26772  -1.00225
H  -4.87718  -0.06062  0.40965
H  -3.18968  -0.47872  0.60185
H  -3.43808  3.83568  1.68355
H  -3.36668  2.29748  2.52045
H  -4.89088  2.85998  1.84005

Löwdin atomic charge list, values in e, 99 entries:
1. Ru 0.4267
2. C -0.2602
3. As 1.1347
4. C -0.2637
5. C -0.3174
6. C -0.6805
7. C -0.0965
8. C -0.3124
9. As 1.1392
10. C -0.2760
11. C -0.2685
12. C -0.3789
13. As 1.1292
14. C -0.3577
15. C -0.3498
16. H 0.0411
17. H 0.0169
18. H 0.0121
19. H 0.0321
20. H 0.0254
21. H 0.0107
22. H 0.0741
23. H 0.0742
24. H -0.0030
25. H 0.0441
26. H 0.0956
27. H 0.0737
28. H 0.0422
29. H 0.0342
30. H 0.0190
31. H 0.0213
32. H 0.0354
33. H -0.0052
34. H 0.0003
35. H 0.0607
36. H 0.0631
37. H 0.0091
38. H 0.0141
39. H 0.0001
40. H 0.0148
41. H 0.0053
42. H 0.0096
43. F -0.3919
44. C -0.1607
45. O -0.3526
46. H 0.0851
47. H 0.0699
48. H 0.0569
49. C -0.0155
50. C -0.6191
51. C -0.0253
52. C -0.0225
53. O -0.1901
54. P 0.2487
55. O -0.3645
56. O -0.3699
57. O -0.1542
58. C -0.6204
59. C -0.0189
60. C -0.0388
61. C -0.0227
62. H 0.0885
63. H 0.0753
64. H 0.0848
65. H 0.0892
66. H 0.0711
67. H 0.0523
68. H 0.0927
69. H 0.0537
70. H 0.0742
71. H 0.0816
72. H 0.0848
73. H 0.0850
74. H 0.0775
75. H 0.0739
76. H 0.0922
77. H 0.0894
78. H 0.0869
79. H 0.0617
80. C -0.1505
81. Si 0.4514
82. C -0.1489
83. C -0.1431
84. Si 0.3764
85. Si 0.5144
86. C -0.2258
87. C -0.2317
88. C -0.2104
89. Si 0.4749
90. C -0.2172
91. C -0.2147
92. C -0.2077
93. H 0.0221
94. H 0.0193
95. H 0.0206
96. H 0.0428
97. H 0.0046
98. H -0.0138
99. H 0.0251



(2)
ORCA calculation (wB97M-V/def2-TZVPD) on a single C9H9N4O3P molecule.

- Lowest unoccupied orbital energy: -1.42 eV
- SMILES: O=P(O)(O)c1nnc(Cc2ccccc2)nn1

Geometry (Å):
O  4.72907  2.10018  1.39028
P  4.18543  1.13058  0.46236
O  4.77938  1.26656  -1.01942
O  4.43946  -0.40221  0.91294
C  2.33985  1.27046  0.35087
N  1.68049  0.94241  1.45891
N  0.36856  1.01030  1.38421
C  -0.13392  1.39792  0.20778
C  -1.64585  1.41681  0.10898
C  -2.07835  -0.03294  -0.09644
C  -2.30486  -0.79644  1.02524
C  -2.66917  -2.10869  0.90044
C  -2.78435  -2.64012  -0.35900
C  -2.55763  -1.88349  -1.47132
C  -2.20017  -0.55873  -1.35181
N  0.53082  1.76084  -0.88602
N  1.85068  1.69024  -0.80858
H  4.40714  0.53299  -1.53420
H  3.77668  -0.93116  0.44122
H  -2.05946  1.80526  1.03996
H  -1.94498  2.05889  -0.71874
H  -2.17472  -0.33723  1.99902
H  -2.85178  -2.75519  1.75007
H  -3.04963  -3.68461  -0.48766
H  -2.64048  -2.29702  -2.47052
H  -1.99220  0.04440  -2.22857

natural (NBO) charges in e:
1. O -1.0471
2. P 2.3037
3. O -0.9403
4. O -0.9474
5. C -0.0782
6. N -0.1435
7. N -0.1777
8. C 0.3521
9. C -0.4605
10. C -0.0319
11. C -0.1633
12. C -0.2163
13. C -0.2142
14. C -0.1995
15. C -0.2192
16. N -0.1898
17. N -0.1684
18. H 0.4931
19. H 0.4876
20. H 0.2394
21. H 0.2409
22. H 0.2139
23. H 0.2183
24. H 0.2142
25. H 0.2147
26. H 0.2193



(3)
ORCA calculation (wB97M-V/def2-TZVPD) on a molecular structure, C3H5B.

- Lowest unoccupied orbital energy: 0.09 eV
- Relative energy (zero: lowest compared OMol25 entry of this formula, charge and spin): 3.7486 eV

Geometry (Å):
B  1.12099  0.09671  -0.06850
C  2.44850  -0.05864  -0.06900
C  -2.32341  -0.25785  0.00809
C  -1.01918  0.19161  0.13454
H  3.02761  -0.94760  -0.25019
H  3.25908  0.59178  -0.00924
H  -2.33786  -1.12504  -0.69741
H  -3.21796  0.27071  0.28066
H  -0.95776  1.23832  0.67105

natural (NBO) charges in e:
1. B 0.8777
2. C -1.2150
3. C -0.4408
4. C -0.3942
5. H 0.2941
6. H 0.2782
7. H 0.2007
8. H 0.2225
9. H 0.1769



Largest force on an atom readings, ordered: 1.97, 1.71, 6.31 eV Å⁻¹